Record 1
{"formula": "C32H40IN4PV", "method": "ωB97M-V with the def2-TZVPD basis set", "elements": ["V", "I", "C", "C", "C", "C", "C", "C", "C", "C", "C", "P", "C", "C", "C", "C", "C", "C", "C", "C", "C", "C", "C", "C", "C", "H", "H", "H", "H", "H", "H", "H", "H", "H", "H", "H", "H", "H", "H", "H", "H", "N", "C", "C", "C", "C", "N", "H", "H", "H", "H", "H", "H", "H", "H", "H", "H", "H", "H", "C", "C", "N", "C", "C", "N", "C", "C", "H", "H", "H", "H", "H", "H", "H", "H", "H", "H", "H", "H"], "xyz": [[1.082, 0.667, 0.002], [1.568, 0.079, 2.710], [0.022, -0.984, 3.697], [0.110, -0.796, 5.044], [-0.713, -1.533, 5.912], [-1.550, -2.465, 5.385], [-1.650, -2.667, 3.986], [-2.517, -3.681, 3.523], [-2.654, -3.931, 2.194], [-1.968, -3.120, 1.281], [-1.126, -2.096, 1.661], [-0.507, -1.151, 0.193], [-2.001, -0.892, -0.817], [-3.237, -0.661, -0.218], [-4.322, -0.254, -0.984], [-4.185, -0.075, -2.354], [-2.959, -0.309, -2.962], [-1.870, -0.706, -2.196], [0.489, -2.443, -0.649], [1.799, -2.606, -0.188], [2.640, -3.555, -0.756], [2.178, -4.351, -1.795], [0.875, -4.204, -2.251], [0.031, -3.257, -1.683], [-0.888, -1.878, 3.060], [0.830, -0.100, 5.455], [-0.645, -1.373, 6.980], [-2.157, -3.086, 6.034], [-3.065, -4.261, 4.257], [-3.299, -4.723, 1.835], [-2.139, -3.298, 0.227], [-3.360, -0.803, 0.850], [-5.280, -0.083, -0.508], [-5.036, 0.235, -2.949], [-2.852, -0.194, -4.034], [-0.921, -0.902, -2.685], [2.162, -2.015, 0.648], [3.648, -3.684, -0.378], [2.827, -5.095, -2.239], [0.506, -4.835, -3.050], [-0.980, -3.161, -2.054], [1.173, 0.808, -2.137], [1.815, -0.261, -2.978], [3.289, 0.014, -3.212], [4.195, 0.038, -1.970], [4.244, 1.350, -1.184], [3.246, 1.428, -0.068], [0.222, 0.947, -2.467], [1.655, 1.676, -2.347], [1.313, -0.316, -3.943], [1.691, -1.225, -2.490], [3.400, 0.958, -3.760], [3.645, -0.768, -3.885], [5.212, -0.162, -2.308], [3.932, -0.787, -1.298], [4.076, 2.195, -1.850], [5.238, 1.476, -0.762], [3.310, 2.356, 0.339], [3.595, 0.815, 0.667], [0.167, 3.148, 1.495], [-0.596, 4.496, 1.627], [-1.327, 4.775, 0.398], [-0.384, 4.888, -0.705], [0.384, 3.546, -0.885], [-0.056, 2.546, 0.138], [-1.529, 2.341, -0.017], [-2.275, 3.698, 0.127], [-0.187, 2.436, 2.233], [1.240, 3.284, 1.641], [0.097, 5.315, 1.818], [-1.299, 4.457, 2.458], [0.307, 5.705, -0.501], [-0.931, 5.136, -1.614], [1.461, 3.690, -0.783], [0.176, 3.139, -1.873], [-1.847, 1.636, 0.748], [-1.717, 1.886, -0.991], [-2.999, 3.651, 0.941], [-2.821, 3.933, -0.786]], "s_squared": 3.762, "spin_multiplicity": 4, "homo_lumo_gap_ev": [8.33, 8.13], "charge": 2, "e_homo_ev": [-13.496, -13.489], "e_tot_ha": -3045.00342}



Record 2
{"formula": "C2H4ClF", "method": "ωB97M-V with the def2-TZVPD basis set", "elements": ["C", "C", "F", "Cl", "H", "H", "H", "H"], "xyz": [[-1.169, -1.090, -0.089], [-0.466, 0.121, 0.282], [-0.732, 1.317, -0.129], [1.222, -0.139, -0.040], [-0.250, -1.912, 0.006], [-1.596, -0.863, -1.296], [-2.187, -1.139, 0.677], [-0.344, 0.242, 1.291]], "spin_multiplicity": 1, "homo_lumo_gap_ev": 11.72, "e_homo_ev": -10.824, "e_tot_ha": -638.57797}



Ordered energy relative to the best compared isomer or geometry (same formula, charge and spin) results: 3.7; 53.7; unit kcal per mole.